Record 1
Formula: C17H40BrN2O
Source: the Open Molecules 2025 dataset
Level of theory: ωB97M-V/def2-TZVPD

Results
* charge: +1
* maximum force: 3.75 eV Å⁻¹
* HOMO-LUMO gap: 8.349 eV

The geometry in XYZ format:
```
61
Properties=species:S:1:pos:R:3:forces:R:3
C -0.1251 1.3370 2.7493 0.0 0.4 -0.6
C 0.1380 0.4043 3.9037 -1.0 0.2 -0.2
N -0.1380 -1.0771 3.5844 1.5 0.5 -0.3
C 0.7922 -1.4448 2.4454 -2.1 0.6 -1.1
C 0.2548 -1.9484 4.7629 -1.4 -0.3 -0.5
C -0.5055 -1.6278 6.0479 0.0 -0.7 -0.5
C -1.5710 -1.2512 3.1586 0.0 -1.7 -1.0
C -2.1057 -2.7197 3.0594 1.2 1.3 -0.3
O -1.4021 -3.2951 1.9694 -0.4 -0.7 0.5
C -1.8817 -4.6136 1.6839 0.9 0.4 0.1
H -1.0988 1.2628 2.2542 0.1 -0.2 0.3
H 0.6063 1.1624 1.9741 0.2 0.2 -0.3
H -0.0213 2.3812 3.0767 0.1 -0.4 0.1
H -0.5623 0.6852 4.6752 0.0 -0.2 0.6
H 1.1676 0.5774 4.2332 -0.2 -0.7 0.2
H 0.6861 -2.4837 2.2326 0.0 -0.6 0.0
H 1.7758 -1.1376 2.5983 1.7 0.3 1.0
H 0.4765 -0.8762 1.5581 -0.3 -0.4 0.2
H 1.3133 -1.8208 4.8340 0.7 0.1 0.4
H 0.0664 -2.9675 4.4243 0.1 0.0 0.0
H -1.6142 -1.6958 5.9480 0.9 0.2 0.0
H -0.1638 -0.6497 6.3186 -0.3 0.6 0.7
H -0.2022 -2.3496 6.8176 0.0 0.3 -0.2
H -1.6758 -0.9130 2.1061 0.2 0.3 0.6
H -2.1681 -0.6802 3.8234 -0.6 0.6 0.6
H -3.1455 -2.5628 2.8021 -0.5 -0.2 0.0
H -2.0334 -3.3336 3.9710 0.0 0.1 -0.1
H -1.8788 -5.2000 2.5920 -0.1 -0.3 0.3
H -1.1944 -5.0715 0.9748 0.0 0.1 0.0
H -2.8692 -4.5939 1.2678 -0.7 0.1 -0.3
C 1.0188 5.2443 -2.6630 -0.1 -0.8 0.4
C 1.5487 4.0809 -1.7997 -0.2 -1.1 -1.5
C 0.8247 2.7410 -2.0823 -0.6 1.5 -0.3
C 1.0422 2.3179 -3.5632 1.3 -1.0 2.1
N 0.7366 0.8421 -3.6975 -0.2 -0.3 -0.5
C 1.1527 0.3685 -5.0717 -1.1 0.5 0.6
C 0.4592 -0.9808 -5.1473 -1.1 0.1 -1.7
C -0.7821 -0.8016 -4.2305 -1.9 0.3 -0.8
C -0.7296 0.6084 -3.6748 0.4 0.9 0.0
C 1.3296 -0.1899 -2.6993 0.3 3.6 0.9
H 1.4667 6.1105 -2.2490 -0.2 1.3 0.4
H -0.0820 5.2782 -2.7041 0.4 0.2 0.5
H 1.3185 5.2688 -3.6960 0.4 -0.5 -0.5
H 1.5072 4.2932 -0.7496 -0.4 0.3 0.5
H 2.6083 3.8348 -1.9731 0.0 0.6 -0.2
H -0.2504 2.8667 -1.8822 0.2 -0.2 0.0
H 1.2124 2.0625 -1.3231 -0.1 -0.6 -0.5
H 2.1143 2.4430 -3.7705 -0.2 -0.1 -0.1
H 0.4948 2.8584 -4.3450 -0.2 -0.2 0.5
H 2.2157 0.4170 -5.0106 0.9 -0.3 -0.7
H 0.7406 1.0955 -5.8051 0.4 -0.5 0.4
H 1.0830 -1.7863 -4.8384 0.5 -0.6 0.3
H 0.1894 -1.2355 -6.2011 0.1 0.4 0.8
H -0.8796 -1.4993 -3.4128 0.4 -0.3 0.2
H -1.7632 -0.8612 -4.7311 0.6 -0.4 -0.3
H -1.0672 0.6956 -2.6346 -0.2 0.0 -0.3
H -1.1272 1.4542 -4.2903 -0.2 -1.1 0.3
H 0.7435 -0.0971 -1.7627 0.3 -0.4 -0.5
H 2.3283 0.2215 -2.5615 0.3 -0.5 0.3
H 1.3399 -1.1533 -3.1261 0.0 -0.7 -0.2
Br -1.7138 0.0054 -0.1509 0.3 0.0 -0.3
```
Positions in Å, forces in eV/Å.

***

Record 2
Formula: C17H40Cl2N3O7P
Source: the Open Molecules 2025 dataset
Level of theory: ωB97M-V/def2-TZVPD

Results
* charge: 0
* maximum force: 1.70 eV Å⁻¹
* SMILES: CCOP(=O)(OCC)OCC.CN(C)C=O.CN(C)C=O.CN(C)C=O.ClCCCl
* HOMO-LUMO gap: 9.490 eV

The geometry in XYZ format:
```
70
Properties=species:S:1:pos:R:3:forces:R:3
C -2.3781 -4.3145 3.6653 -0.6 0.0 0.5
O -3.5101 -4.1169 4.0707 0.2 -0.2 -0.1
N -1.6962 -3.4925 2.8639 0.8 0.1 -1.1
C -2.3047 -2.3581 2.2073 -0.1 0.8 0.7
C -0.3576 -3.8213 2.3645 -0.5 0.5 0.6
H -1.7749 -5.1927 3.9471 -0.1 -0.1 0.1
H -2.1242 -2.3804 1.1340 -0.1 -0.2 -0.1
H -1.8876 -1.4205 2.5967 0.3 -0.1 -0.1
H -3.3633 -2.2754 2.4413 -0.1 -0.5 -0.1
H 0.2846 -2.9655 2.5762 0.2 0.0 -0.1
H 0.0418 -4.6809 2.8957 0.0 -0.1 -0.1
H -0.3906 -3.9755 1.2885 0.1 -0.2 -0.1
C 1.1848 -2.6104 -7.1173 0.6 0.0 0.4
O 1.3872 -2.0837 -8.1863 -0.3 0.0 -0.3
N 2.1426 -2.8431 -6.1838 -0.4 -0.4 0.4
C 3.5078 -2.4945 -6.4180 1.3 -0.2 -0.1
C 1.8074 -3.4413 -4.8899 0.6 0.8 -0.8
H 0.2097 -2.9654 -6.7498 -0.2 0.1 -0.3
H 3.9280 -1.7372 -5.7455 -0.5 0.2 0.1
H 3.6572 -2.1537 -7.4386 -0.3 0.0 0.0
H 4.1816 -3.3486 -6.2686 -0.3 -0.2 -0.1
H 2.2677 -4.4201 -4.7598 -0.1 -0.1 -0.1
H 2.2496 -2.7646 -4.1576 -0.3 -0.2 0.4
H 0.7248 -3.4910 -4.8248 0.0 -0.1 0.3
C -1.8090 1.9632 -2.6568 0.6 -0.6 0.7
O -1.3592 1.0693 -1.9468 0.0 -0.1 -0.2
N -1.4417 3.2439 -2.5597 -0.3 0.4 -1.0
C -0.2527 3.6756 -1.8174 -1.3 0.4 -0.3
C -2.0432 4.2371 -3.4529 0.3 0.2 0.8
H -2.5455 1.7418 -3.4394 -0.2 0.2 0.0
H -0.4982 4.6708 -1.4419 0.2 -0.1 0.3
H 0.5708 3.8051 -2.5197 0.3 -0.4 0.2
H -0.1023 2.9885 -0.9946 0.4 0.0 0.0
H -2.2152 5.1125 -2.8225 0.0 0.2 -0.3
H -1.3794 4.4941 -4.2786 0.0 0.1 0.0
H -3.0165 3.9387 -3.8318 0.1 -0.3 0.0
Cl -0.9512 -3.4496 -1.6917 0.2 -0.3 0.0
C -0.1081 -1.9201 -2.0445 -0.4 0.5 -0.2
C 0.3666 -1.2230 -0.7757 -0.1 -0.9 -0.8
Cl 1.6821 -2.2182 -0.0610 0.1 0.2 0.1
H -0.8674 -1.3587 -2.5858 0.2 0.5 0.4
H 0.7096 -2.0736 -2.7413 0.1 -0.4 0.2
H -0.4396 -1.1892 -0.0520 0.0 0.3 0.1
H 0.7821 -0.2554 -1.0329 -0.1 0.1 0.2
C -2.6216 2.6503 1.3516 0.6 0.7 -0.2
C -1.6995 1.4539 1.4628 -1.0 -0.5 -1.3
O -0.9065 1.3901 2.6378 0.0 -0.1 0.2
P 0.0919 2.5574 3.0484 0.7 -0.3 0.5
O 0.1919 3.6643 2.0946 -0.2 -0.1 0.2
O -0.3273 2.9278 4.5260 0.0 0.3 -0.6
C -0.4701 1.9396 5.5573 0.0 -0.2 0.4
C 0.7386 1.9368 6.4638 0.2 -0.3 0.7
O 1.4810 1.7889 3.3064 -0.6 -0.1 0.0
C 2.1658 1.3221 2.1279 0.7 0.6 -0.1
C 3.6205 1.0820 2.4892 -0.3 -0.1 0.6
H -3.1714 2.8408 2.2728 0.0 -0.1 0.1
H -2.0266 3.5330 1.1060 -0.2 0.1 0.2
H -3.3418 2.5087 0.5461 0.0 -0.2 0.0
H -2.3539 0.5784 1.3971 0.3 -0.2 0.7
H -1.0782 1.3359 0.5725 0.2 0.4 0.1
H -1.3289 2.2323 6.1635 -0.1 0.1 -0.3
H -0.7043 0.9652 5.1263 0.2 0.0 -0.1
H 0.6646 2.7719 7.1622 0.2 0.2 -0.2
H 0.7530 1.0466 7.1009 -0.2 -0.1 -0.2
H 1.6980 1.9493 5.9520 -0.1 0.1 -0.2
H 1.7116 0.4070 1.7500 -0.2 0.0 0.0
H 2.1140 2.1462 1.4140 -0.1 -0.3 -0.4
H 3.6384 0.3373 3.2886 0.3 0.0 -0.1
H 4.2179 0.7310 1.6512 -0.2 -0.1 -0.1
H 4.0732 1.9986 2.8666 0.0 0.0 0.0
```
Positions in Å, forces in eV/Å.

***

Record 3
Formula: C17H40HgN2O7S
Source: the Open Molecules 2025 dataset
Level of theory: ωB97M-V/def2-TZVPD

Results
* charge: 0
* maximum force: 4.60 eV Å⁻¹
* HOMO-LUMO gap: 7.501 eV
* relative energy (zero: lowest compared OMol25 entry of this formula, charge and spin): 220.4 kJ/mol

The geometry in XYZ format:
```
68
Properties=species:S:1:pos:R:3:forces:R:3
Hg -0.0270 0.1528 -0.8202 -0.6 -2.0 1.7
C -2.1984 -2.6980 -3.3550 -0.6 -1.5 0.6
C -1.4997 -1.6588 -2.4928 0.0 -1.1 -1.5
O -1.5783 -0.4817 -2.7481 -1.8 3.9 -1.7
O -0.6953 -1.9897 -1.6303 2.1 -2.6 3.0
H -3.2720 -2.5699 -3.4928 0.2 0.9 -0.4
H -2.2123 -3.6836 -2.8896 0.5 0.0 0.5
H -1.6854 -2.9059 -4.2941 -0.1 0.7 -0.1
C -0.6147 -1.6056 2.7817 -0.8 0.5 -0.1
C -1.1751 -0.1546 2.7085 1.7 0.4 -0.9
C -0.8324 0.6256 4.0175 0.0 -1.1 -0.4
O -0.7000 0.5285 1.5558 -0.3 -0.3 0.6
H 0.4698 -1.6651 2.8730 -0.1 0.3 0.2
H -0.9093 -2.1431 1.8804 0.1 0.1 -0.2
H -1.1181 -2.1157 3.6030 0.3 -0.2 0.3
H -2.2576 -0.2806 2.6880 -0.6 0.1 -0.1
H -1.1758 0.0247 4.8596 -0.4 0.1 0.2
H -1.2808 1.6183 4.0568 0.1 0.0 -0.1
H 0.2448 0.6670 4.1793 0.2 0.3 -0.4
C 2.5991 3.7461 -1.6123 -0.2 0.2 -0.3
C 1.6029 2.5780 -1.7982 1.9 0.3 -0.6
C 2.2362 1.5256 -2.7211 -0.5 -0.2 2.0
O 1.3442 0.3868 -2.7171 1.9 1.7 -0.8
C 1.8472 -0.5904 -3.5761 -1.3 -1.0 -1.0
N 1.3649 2.0250 -0.4500 -0.1 0.6 -0.5
H 3.5469 3.4429 -1.1676 -0.1 -0.6 0.2
H 2.1681 4.4527 -0.9031 0.0 0.3 -0.2
H 2.9283 4.2562 -2.5176 -0.5 0.1 -0.2
H 0.6801 2.8417 -2.3149 -0.3 0.4 0.7
H 3.1789 1.2481 -2.2494 0.3 -0.5 0.1
H 2.5326 1.9337 -3.6874 -0.7 -0.2 -0.4
H 2.8906 -0.8615 -3.4152 0.0 0.1 0.2
H 1.6664 -0.2702 -4.6022 0.5 0.2 -0.3
H 1.1795 -1.4457 -3.4726 0.3 -0.3 0.3
H 2.2480 1.8708 0.0153 0.5 -0.5 -0.3
H 1.0459 2.8000 0.1136 -1.0 -0.1 0.2
C 3.0252 -2.4972 -0.7108 1.4 1.0 -1.0
C 2.4295 -2.1798 0.6210 0.2 -1.2 1.2
C 3.5553 -2.1798 1.7417 -0.9 0.3 -0.7
O 3.0933 -1.9745 3.0544 -0.3 -0.7 0.5
C 2.4694 -3.1527 3.5938 -0.5 0.3 -1.1
N 1.7948 -0.8676 0.5971 0.5 0.2 -0.3
H 3.5908 -3.4189 -0.8476 -0.3 -0.3 0.6
H 3.7912 -1.7292 -0.8186 0.3 0.3 -0.7
H 2.3248 -2.4198 -1.5424 -0.2 0.1 0.3
H 1.6974 -2.9832 0.7029 -0.4 0.3 1.0
H 4.1794 -1.3058 1.5553 0.1 0.1 -0.3
H 4.2129 -3.0464 1.6731 -0.1 -0.4 0.0
H 1.4974 -3.2923 3.1205 -0.2 0.0 0.0
H 2.2700 -3.0594 4.6614 0.6 0.1 -0.1
H 3.0225 -4.0388 3.2826 0.4 -0.1 0.6
H 1.4209 -0.5629 1.4845 -0.9 -0.5 0.4
H 2.5725 -0.2238 0.5671 0.4 0.4 -0.7
C -4.7722 2.6032 0.7912 -0.5 1.4 1.5
C -4.9431 1.1427 0.5263 -0.1 -0.9 -2.2
C -3.9776 0.8008 -0.7324 0.1 -0.1 1.1
S -2.8725 2.2355 -0.9230 -1.7 -0.5 1.0
O -3.4648 3.1038 -1.9348 0.9 -0.4 0.6
O -1.4824 1.8182 -1.0007 -0.9 1.8 -0.4
C -3.3273 2.9291 0.7330 2.1 0.6 -1.8
H -5.0986 2.9286 1.7790 -0.3 -0.4 0.3
H -5.3792 3.2334 0.1412 0.3 -0.2 -0.5
H -5.9832 0.9813 0.2429 0.0 -0.2 -0.1
H -4.7640 0.4855 1.3772 0.5 0.2 -0.1
H -4.4048 0.6297 -1.7205 -0.4 0.2 0.3
H -3.3358 -0.0556 -0.5255 0.0 0.1 0.1
H -3.0204 3.9675 0.6084 -0.5 0.3 0.2
H -2.6637 2.5239 1.4969 -0.2 -0.6 -0.1
```
Positions in Å, forces in eV/Å.